# C27H46BrEuN3OP2

C27H46BrEuN3OP2 as an isolated structure in a non-equilibrium geometry (ωB97M-V/def2-TZVPD, the OMol25 dataset).

ORCA input file:
```
! RIJCOSX wB97M-V def2-TZVPD def2/J DEFGRID3
* xyz 2 8
N -4.868 -0.778 2.916
C -3.921 -0.006 3.450
C -3.075 0.800 2.669
C -3.295 0.860 1.270
C -4.248 -0.029 0.716
C -5.033 -0.803 1.594
C -2.497 1.730 0.417
Eu -0.206 0.210 0.221
P 2.108 0.679 -1.523
C -2.366 1.505 -0.945
C -1.616 2.360 -1.856
C -1.729 2.214 -3.263
C -1.157 3.144 -4.123
C -0.362 4.171 -3.594
C -0.148 4.278 -2.218
C -0.757 3.362 -1.353
Br 0.516 5.406 -4.763
H -2.042 2.601 0.916
H -2.910 0.676 -1.409
H -2.242 1.325 3.130
H -4.381 -0.162 -0.356
H -3.822 -0.015 4.540
H -5.816 -1.455 1.188
H -2.300 1.371 -3.661
H -0.581 3.449 -0.279
H -1.301 3.082 -5.202
H 0.490 5.068 -1.819
P -0.530 -2.626 -0.591
C 2.785 2.235 -0.798
C 3.543 3.222 -1.681
H 3.412 1.917 0.050
H 1.929 2.775 -0.354
H 3.868 4.063 -1.053
H 4.450 2.801 -2.131
H 2.920 3.649 -2.476
C 1.753 1.114 -3.277
C 2.871 1.006 -4.312
H 1.334 2.131 -3.259
H 0.919 0.465 -3.596
H 2.443 1.245 -5.296
H 3.689 1.717 -4.143
H 3.290 -0.005 -4.374
C 3.476 -0.552 -1.561
C 4.912 -0.055 -1.687
H 3.237 -1.249 -2.380
H 3.382 -1.143 -0.633
H 5.587 -0.919 -1.633
H 5.114 0.441 -2.644
H 5.192 0.625 -0.875
C 0.482 -3.960 0.176
C 1.990 -3.742 0.054
H 0.181 -4.927 -0.261
H 0.209 -3.975 1.244
H 2.533 -4.592 0.482
H 2.322 -3.639 -0.985
H 2.311 -2.847 0.606
C -0.344 -2.887 -2.406
C -1.173 -1.932 -3.268
H -0.594 -3.937 -2.624
H 0.726 -2.733 -2.618
H -0.988 -2.129 -4.330
H -2.250 -2.048 -3.105
H -0.914 -0.878 -3.088
C -2.231 -3.226 -0.231
C -2.527 -3.325 1.269
H -2.364 -4.202 -0.727
H -2.921 -2.503 -0.699
H -3.587 -3.550 1.431
H -1.944 -4.116 1.754
H -2.320 -2.383 1.796
C 0.164 -0.325 5.241
N 1.402 -0.493 4.495
C 1.498 -0.294 3.171
N 2.724 -0.503 2.584
O 0.499 0.036 2.445
H -0.685 -0.159 4.580
H 0.268 0.516 5.929
H 0.000 -1.224 5.834
H 2.270 -0.702 4.975
H 2.861 -0.146 1.643
H 3.541 -0.698 3.150
*
```

Its energy above the lowest of the compared OMol25 structures with the same formula, charge and spin is 125.5 kcal per mole. The calculation puts the energy at -5262.24946 Eh. Its HOMO energy (alpha / beta) is -9.97 / -11.72 eV. The expectation value of S² is 15.797. As for the HOMO-LUMO gap (alpha / beta): 3.84 / 2.24 eV.

***

# C27H46BrMgN3OP2

C27H46BrMgN3OP2 as an isolated structure in a non-equilibrium geometry (ωB97M-V/def2-TZVPD, the OMol25 dataset).

ORCA input file:
```
! RIJCOSX wB97M-V def2-TZVPD def2/J DEFGRID3
* xyz 2 1
N -6.922 5.326 -5.091
C -6.654 5.870 -3.899
C -5.784 5.276 -2.980
C -5.168 4.047 -3.300
C -5.448 3.487 -4.571
C -6.353 4.164 -5.422
C -4.258 3.421 -2.362
Mg -0.366 0.201 1.380
P 5.952 -0.947 0.317
C -3.452 2.398 -2.733
C -2.408 1.912 -1.885
C -1.314 1.322 -2.552
C -0.097 1.172 -1.892
C 0.000 1.506 -0.555
C -1.167 1.817 0.211
C -2.364 2.110 -0.497
Br 1.919 0.906 -0.019
H -4.135 3.865 -1.371
H -3.436 2.015 -3.755
H -5.603 5.724 -2.008
H -5.028 2.528 -4.901
H -7.144 6.811 -3.656
H -6.596 3.715 -6.396
H -1.406 1.100 -3.621
H -3.248 2.488 0.042
H 0.729 0.727 -2.439
H -1.214 1.876 1.324
P -0.486 -2.054 0.387
C 5.448 0.757 0.682
C 6.489 1.752 0.198
H 5.323 0.833 1.769
H 4.477 0.922 0.201
H 6.261 2.756 0.578
H 7.473 1.450 0.571
H 6.548 1.776 -0.897
C 5.063 -1.320 -1.236
C 5.784 -2.476 -1.941
H 5.047 -0.427 -1.873
H 4.037 -1.581 -0.968
H 5.471 -2.565 -2.989
H 6.872 -2.333 -1.920
H 5.588 -3.420 -1.418
C 4.893 -1.818 1.532
C 5.675 -2.065 2.835
H 4.590 -2.770 1.066
H 4.025 -1.170 1.684
H 5.142 -2.797 3.458
H 6.681 -2.461 2.616
H 5.813 -1.124 3.393
C -0.374 -3.349 1.660
C -1.435 -4.442 1.593
H -0.395 -2.855 2.645
H 0.630 -3.791 1.549
H -2.409 -4.098 1.958
H -1.586 -4.793 0.568
H -1.128 -5.299 2.206
C 0.641 -2.575 -0.930
C 0.105 -2.478 -2.351
H 0.956 -3.595 -0.669
H 1.509 -1.909 -0.811
H -0.737 -3.169 -2.500
H -0.200 -1.452 -2.613
H 0.910 -2.771 -3.038
C -2.178 -2.093 -0.277
C -3.253 -1.623 0.712
H -2.342 -3.129 -0.624
H -2.192 -1.429 -1.161
H -3.955 -0.958 0.189
H -3.816 -2.499 1.065
H -2.870 -1.068 1.590
C 0.529 1.029 5.323
N -0.843 0.556 5.404
C -1.536 0.059 4.368
N -2.829 -0.324 4.548
O -1.040 -0.062 3.194
H 0.940 0.829 4.338
H 1.155 0.586 6.094
H 0.560 2.103 5.473
H -1.378 0.699 6.252
H -3.354 -0.617 3.732
H -3.339 -0.184 5.416
*
```

The calculation puts the energy at -4752.23916 Eh. Its HOMO energy is -12.16 eV. As for the HOMO-LUMO gap: 6.14 eV.

***

# C27H46N10O4P2

C27H46N10O4P2 as an isolated structure in a non-equilibrium geometry (ωB97M-V/def2-TZVPD, the OMol25 dataset).

ORCA input file:
```
! RIJCOSX wB97M-V def2-TZVPD def2/J DEFGRID3
* xyz 0 1
C 1.537 3.037 0.561
C 1.273 1.934 0.161
O 1.011 0.751 -0.499
P 0.766 -0.461 0.690
O 0.687 0.229 1.993
O -0.570 -1.249 0.209
C -1.286 -1.894 1.296
C -2.815 -1.447 1.136
C -3.124 -1.355 -0.429
C -4.691 -1.463 -0.719
C -5.328 -0.062 -1.092
C -5.264 0.966 0.127
C -6.507 0.858 1.101
O 2.082 -1.482 0.534
P 3.313 -0.817 -0.451
N 4.560 -1.777 -0.565
H 1.879 4.078 0.700
H -0.911 -1.672 2.324
H -1.290 -3.020 1.202
H -2.909 -0.440 1.631
H -3.523 -2.182 1.587
H -2.733 -0.411 -0.885
H -2.619 -2.214 -0.952
H -4.840 -2.156 -1.596
H -5.249 -1.933 0.141
H -6.379 -0.225 -1.442
H -4.727 0.407 -1.922
H -4.296 0.846 0.676
H -5.242 1.993 -0.338
H -6.850 1.901 1.347
H -7.343 0.284 0.617
H -6.217 0.313 2.038
H 2.795 -0.543 -1.762
H 3.701 0.387 0.195
H 4.690 -1.994 -1.557
C -4.393 -4.885 -4.175
C -4.446 -3.426 -3.929
N -4.487 -2.293 -3.734
H -3.678 -5.101 -4.969
H -4.085 -5.402 -3.267
H -5.377 -5.245 -4.473
C 7.394 -1.202 1.266
C 8.635 -0.934 2.033
N 9.602 -0.721 2.662
H 6.529 -1.179 1.934
H 7.265 -0.442 0.495
H 7.448 -2.182 0.792
C 8.522 2.943 4.874
C 8.901 1.637 4.282
N 9.197 0.622 3.807
H 9.201 3.721 4.526
H 7.506 3.203 4.580
H 8.574 2.887 5.961
C -1.605 -0.003 -4.152
C -2.715 0.977 -4.268
N -3.570 1.740 -4.359
H -0.923 0.111 -4.995
H -1.057 0.167 -3.225
H -2.004 -1.017 -4.149
C -9.168 -2.493 -1.837
C -8.008 -3.342 -1.479
N -7.107 -3.999 -1.201
H -9.327 -2.520 -2.915
H -10.063 -2.858 -1.336
H -8.982 -1.464 -1.530
C 4.238 3.005 3.437
C 5.152 4.159 3.611
N 5.861 5.055 3.746
H 4.122 2.780 2.377
H 4.645 2.130 3.944
H 3.261 3.239 3.859
C -4.987 2.097 -7.272
C -4.861 1.713 -8.698
N -4.764 1.415 -9.805
H -5.862 1.618 -6.835
H -4.101 1.783 -6.724
H -5.093 3.178 -7.187
C 9.838 6.065 2.153
C 11.080 6.336 2.915
N 12.042 6.547 3.507
H 8.976 6.113 2.819
H 9.719 6.806 1.363
H 9.887 5.073 1.705
C 0.396 -4.267 4.776
C -1.026 -4.261 4.358
N -2.136 -4.268 4.039
H 0.467 -4.485 5.841
H 0.942 -5.027 4.219
H 0.843 -3.292 4.581
*
```

The calculation puts the energy at -2587.37922 Eh. Its HOMO energy is -7.70 eV. As for the HOMO-LUMO gap: 7.54 eV.

***

# C27H47AsBIrN2O3P2S

C27H47AsBIrN2O3P2S as an isolated structure (ωB97M-V/def2-TZVPD, the OMol25 dataset).

ORCA input file:
```
! RIJCOSX wB97M-V def2-TZVPD def2/J DEFGRID3
* xyz 2 5
Ir -0.556 -0.430 -2.432
C 0.552 -4.936 -3.830
C 0.702 -3.613 -3.138
O -0.211 -2.780 -3.144
N 1.870 -3.400 -2.495
C 2.121 -2.275 -1.597
C 1.168 -2.272 -0.429
C 1.482 -2.928 0.749
C 0.525 -3.039 1.746
C -0.730 -2.501 1.525
C -0.963 -1.830 0.338
N -0.032 -1.700 -0.618
H -0.175 -4.841 -4.632
H 0.171 -5.664 -3.111
H 1.496 -5.308 -4.224
H 2.514 -4.174 -2.457
H 2.044 -1.332 -2.141
H 3.148 -2.371 -1.251
H 2.470 -3.348 0.880
H 0.757 -3.537 2.678
H -1.517 -2.576 2.262
H -1.919 -1.361 0.144
C -3.463 -0.201 -4.418
P -2.248 0.789 -3.504
C -3.259 1.955 -2.552
C -1.420 1.854 -4.744
C -0.460 1.015 -5.577
P 0.654 0.036 -4.489
C 2.158 1.033 -4.286
C 1.163 -1.334 -5.567
H -4.073 0.431 -5.066
H -4.114 -0.712 -3.708
H -2.965 -0.960 -5.021
H -3.865 2.555 -3.234
H -2.603 2.605 -1.974
H -3.917 1.419 -1.870
H -0.870 2.607 -4.169
H -2.153 2.379 -5.358
H 0.125 1.625 -6.267
H -1.014 0.292 -6.181
H 2.507 1.409 -5.249
H 2.945 0.420 -3.846
H 1.966 1.870 -3.614
H 1.488 -0.936 -6.530
H 0.327 -2.015 -5.718
H 1.995 -1.881 -5.121
C -0.984 -0.527 6.538
C 0.504 -0.751 6.269
C 1.313 0.153 7.211
C 0.828 -2.222 6.566
C 0.883 -0.419 4.825
C 2.192 -0.658 4.387
C 2.631 -0.368 3.100
C 1.700 0.178 2.247
O 1.832 0.531 0.911
B 0.583 0.993 0.545
O -0.315 0.955 1.599
C 0.408 0.430 2.662
C -0.034 0.147 3.935
H -1.216 -0.832 7.559
H -1.614 -1.119 5.870
H -1.263 0.524 6.443
H 1.040 -0.046 8.248
H 1.119 1.206 7.003
H 2.385 -0.021 7.109
H 0.559 -2.460 7.596
H 1.889 -2.442 6.447
H 0.265 -2.888 5.909
H 2.907 -1.081 5.081
H 3.648 -0.559 2.787
H -1.056 0.349 4.221
C 0.099 4.052 1.952
As -1.028 3.832 0.394
C -0.529 5.248 -0.825
C -2.840 4.256 0.964
S 0.185 1.638 -1.094
H 0.119 5.112 2.208
H 1.109 3.711 1.731
H -0.313 3.471 2.773
H -0.493 6.192 -0.279
H -1.267 5.323 -1.622
H 0.449 5.031 -1.247
H -2.814 5.185 1.534
H -3.225 3.455 1.590
H -3.473 4.383 0.089
*
```

Its energy above the lowest of the compared OMol25 structures with the same formula, charge and spin is 6.7 kcal per mole. The calculation puts the energy at -4837.73956 Eh. Its HOMO energy (alpha / beta) is -12.34 / -12.95 eV. The expectation value of S² is 6.013. As for the HOMO-LUMO gap (alpha / beta): 7.87 / 5.55 eV.

***

# C27H47B4NO13S4

A 5-piece molecular cluster, C27H47B4NO13S4 overall in a non-equilibrium geometry (ωB97M-V/def2-TZVPD, the OMol25 dataset).

ORCA input file:
```
! RIJCOSX wB97M-V def2-TZVPD def2/J DEFGRID3
* xyz 0 1
C 2.799 -4.183 -0.696
C 1.364 -3.603 -0.577
B 1.118 -2.463 -1.640
O 1.378 -2.692 -3.002
B 0.585 -0.913 -1.181
O -0.756 -0.552 -1.253
B -1.103 0.699 -0.792
C -2.599 1.188 -0.676
C -3.620 0.092 -0.889
C -3.856 -0.523 -2.105
C -4.830 -1.492 -2.217
C -5.580 -1.887 -1.125
C -6.629 -2.977 -1.224
C -5.365 -1.268 0.096
C -4.385 -0.298 0.197
O -0.128 1.613 -0.353
B 1.136 1.284 -0.733
O 2.015 2.370 -1.093
C 2.629 2.735 -0.017
N 3.165 3.033 0.966
O 1.572 0.002 -0.754
H 2.980 -4.669 -1.653
H 3.543 -3.405 -0.514
H 2.932 -4.911 0.107
H 1.321 -3.113 0.400
H 0.627 -4.408 -0.636
H 2.341 -2.636 -3.117
H -2.697 1.555 0.348
H -2.767 1.996 -1.395
H -3.283 -0.233 -2.979
H -5.043 -1.977 -3.163
H -7.450 -2.706 -1.887
H -6.969 -3.236 -0.224
H -6.151 -3.859 -1.659
H -5.939 -1.528 0.977
H -4.235 0.188 1.156
O 0.078 7.731 -3.726
S -0.259 7.264 -2.405
O -1.623 7.225 -1.947
C 0.498 5.662 -2.156
C 1.879 5.980 -1.594
C 1.666 7.095 -0.564
C 0.753 8.146 -1.208
H 0.526 5.122 -3.100
H -0.109 5.119 -1.431
H 2.339 5.101 -1.148
H 2.535 6.335 -2.393
H 1.184 6.682 0.324
H 2.610 7.537 -0.247
H 0.101 8.625 -0.482
H 1.323 8.899 -1.748
O 6.717 -3.515 -3.741
S 5.468 -3.354 -4.436
O 4.213 -3.311 -3.725
C 5.588 -1.929 -5.510
C 6.136 -2.490 -6.819
C 5.374 -3.800 -7.063
C 5.369 -4.581 -5.743
H 6.233 -1.183 -5.052
H 4.583 -1.528 -5.642
H 6.005 -1.786 -7.639
H 7.204 -2.696 -6.718
H 4.348 -3.574 -7.361
H 5.825 -4.386 -7.863
H 4.460 -5.163 -5.614
H 6.239 -5.229 -5.654
O 2.778 -3.783 3.359
S 1.888 -2.652 3.374
O 0.844 -2.504 2.392
C 1.183 -2.500 5.012
C 2.171 -1.616 5.766
C 2.557 -0.494 4.793
C 2.867 -1.146 3.440
H 1.062 -3.489 5.448
H 0.213 -2.013 4.909
H 1.734 -1.223 6.683
H 3.058 -2.193 6.035
H 1.718 0.198 4.684
H 3.408 0.080 5.154
H 2.592 -0.508 2.604
H 3.915 -1.430 3.360
O -3.697 -0.440 3.824
S -4.593 0.685 3.901
O -4.901 1.489 2.748
C -6.117 0.153 4.673
C -5.876 0.360 6.165
C -5.175 1.718 6.292
C -4.058 1.758 5.241
H -6.318 -0.881 4.403
H -6.914 0.800 4.307
H -6.809 0.332 6.726
H -5.227 -0.430 6.550
H -5.892 2.518 6.096
H -4.776 1.875 7.293
H -3.899 2.759 4.849
H -3.123 1.359 5.631
*
```

The SMILES is CCB(O)B1OB(Cc2ccc(C)cc2)OB(OC#N)O1.O=S1(=O)CCCC1.O=S1(=O)CCCC1.O=S1(=O)CCCC1.O=S1(=O)CCCC1. Its energy above the lowest of the compared OMol25 structures with the same formula, charge and spin is 0.0 kcal per mole. The calculation puts the energy at -3782.33740 Eh. Its HOMO energy is -8.26 eV. As for the HOMO-LUMO gap: 8.48 eV.